Below is a gas-phase ion, C6H11N2 (charge +1) in a non-equilibrium geometry, with properties calculated with the ωB97M-V functional and the def2-TZVPD basis.

The geometry in ORCA input format:
```
! RIJCOSX wB97M-V def2-TZVPD def2/J DEFGRID3
* xyz 1 1
C 2.099 -0.843 0.465
C 2.595 0.380 -0.267
C -0.081 -0.643 -0.340
C -1.924 -0.261 1.288
C -1.973 0.641 -1.086
C -1.336 -0.311 -0.098
N 0.845 -1.313 0.502
N 2.013 1.249 -1.041
H 2.942 -1.250 0.952
H 3.721 0.386 -0.071
H -2.060 0.782 1.621
H -1.402 -0.779 2.078
H -2.938 -0.437 1.283
H -2.779 1.205 -0.603
H -2.425 0.126 -1.858
H -1.219 1.265 -1.547
H 0.557 0.038 -0.913
H 0.694 -2.144 1.072
H 2.670 1.907 -1.438
*
```

Lowest unoccupied orbital energy (alpha / beta) = -6.042 / -6.041 eV
Calculated total energy = -9370.846 eV
HOMO-LUMO gap (alpha / beta) = 0.2750 / 0.2750 hartree
Energy above the lowest of the compared OMol25 structures with the same formula, charge and spin = 375.2 kJ/mol